# 1
Molecular formula: CH2OS2
Method: DFT, ωB97M-V/def2-TZVPD

Calculated values
- total charge = 0
- relative energy (zero: lowest compared OMol25 entry of this formula, charge and spin) (kJ/mol) = 331.30
- calculated total energy (hartree) = -910.78940
- HOMO-LUMO gap (spin up / spin down) (eV) = 7.84 / 7.10

XYZ file:
```
6
Properties=species:S:1:pos:R:3:mulliken_charge:R:1
C 0.20024 -0.01805 0.38809 -0.473
O 0.96769 -0.01989 2.73101 -0.395
S -0.26970 0.48522 2.08253 0.352
S 1.88202 -0.70685 0.75288 -0.073
H -0.28032 -0.94941 0.19840 0.280
H -0.05492 0.78665 -0.47774 0.309
```



# 2
Molecular formula: CH2OS3
Method: DFT, ωB97M-V/def2-TZVPD

Calculated values
- total charge = 0
- relative energy (zero: lowest compared OMol25 entry of this formula, charge and spin) (kJ/mol) = 233.17
- calculated total energy (hartree) = -1308.96011
- HOMO-LUMO gap (spin up / spin down) (eV) = 7.22 / 7.22

XYZ file:
```
7
Properties=species:S:1:pos:R:3:mulliken_charge:R:1
O -1.10283 -0.91826 -0.25005 -0.474
S -1.18962 -0.07266 -1.53929 -0.041
S 0.56235 1.20091 -0.08123 -0.131
C 0.41585 -0.15792 0.90692 0.459
S 0.85587 -0.73030 2.33778 -0.146
H -0.61391 -1.00941 -2.47926 0.159
H 1.07228 1.68763 1.10513 0.174
```



# 3
Molecular formula: CH2P2S3
Method: DFT, ωB97M-V/def2-TZVPD

Calculated values
- total charge = 0
- relative energy (zero: lowest compared OMol25 entry of this formula, charge and spin) (kJ/mol) = 97.88
- calculated total energy (hartree) = -1916.57588
- HOMO-LUMO gap (eV) = 7.30

XYZ file:
```
8
Properties=species:S:1:pos:R:3:mulliken_charge:R:1
C -0.25401 -0.49556 -0.32525 -0.627
P -0.60427 1.27480 -0.14137 0.498
P 1.56682 -0.92681 0.01920 0.260
S -0.65860 1.92396 1.65884 -0.257
S -0.62533 2.16776 -1.85258 -0.300
S 1.67043 -1.98878 1.66015 -0.220
H -0.85237 -1.13819 0.45299 0.328
H -0.24266 -0.81718 -1.47199 0.317
```



# 4
Molecular formula: CH2S2
Method: DFT, ωB97M-V/def2-TZVPD

Calculated values
- total charge = 0
- relative energy (zero: lowest compared OMol25 entry of this formula, charge and spin) (kJ/mol) = 15.45
- calculated total energy (hartree) = -835.64192
- HOMO-LUMO gap (eV) = 8.59

XYZ file:
```
5
Properties=species:S:1:pos:R:3:mulliken_charge:R:1
S 1.73523 -0.32146 -0.11497 -0.216
C 0.33041 0.43763 -0.06180 -0.075
S -1.25573 -0.24727 -0.13321 -0.110
H 0.16946 1.57999 0.04371 0.253
H -0.97937 -1.44890 0.26628 0.148
```



# 5
Molecular formula: CH30O18
Method: DFT, ωB97M-V/def2-TZVPD

Calculated values
- total charge = -2
- relative energy (zero: lowest compared OMol25 entry of this formula, charge and spin) (kJ/mol) = 75.21
- calculated total energy (hartree) = -1410.52404
- HOMO-LUMO gap (eV) = 8.71

XYZ file:
```
49
Properties=species:S:1:pos:R:3:mulliken_charge:R:1
C -0.23251 -0.13029 0.26414 0.088
O -1.39951 -0.16329 1.03514 0.510
O 0.21749 1.02871 -0.06986 -0.613
O 0.14849 -1.29229 -0.22386 -0.162
O 0.31949 3.19771 1.25214 -0.814
H 0.20149 3.91771 0.62714 0.370
H 0.31049 2.44471 0.68514 0.548
O 1.21449 3.48071 -1.83186 -0.750
H 1.91549 3.68371 -1.21086 0.380
H 1.40849 2.58171 -2.00986 0.434
O -0.77151 -1.53429 3.10014 -0.693
H -0.77751 -2.45729 2.93714 0.301
H -0.89251 -1.10829 2.24014 0.029
O -0.11151 -3.77929 -0.43186 -0.671
H -0.05151 -2.83129 -0.25186 0.522
H 0.71349 -4.07229 -0.71186 0.255
O 3.12649 3.39971 0.04214 -0.810
H 2.48449 3.97371 0.45914 0.341
H 2.74249 2.54371 0.24814 0.471
O 2.54449 0.89171 0.96614 -0.766
H 1.67249 0.79971 0.54114 0.187
H 3.16249 0.41471 0.45114 0.311
O -1.38151 1.18771 -2.26786 -0.746
H -0.96451 1.01671 -1.44086 -0.008
H -1.33451 0.34671 -2.70486 0.486
O -3.58551 -0.69129 2.69614 -0.733
H -3.21251 -0.34229 3.55714 0.335
H -2.80251 -0.67929 2.14314 0.272
O -2.77151 -2.48229 0.53814 -0.703
H -2.11451 -1.76029 0.45414 0.019
H -2.69551 -2.91829 1.37214 0.282
O 1.84149 -2.65729 -2.64786 -0.731
H 1.05249 -2.24729 -2.36986 0.381
H 1.82349 -3.58929 -2.40886 0.264
O -0.61151 -1.48929 -2.68386 -0.902
H -0.51251 -1.29629 -1.72286 0.304
H -1.50351 -1.82429 -2.63386 0.340
O 2.67049 -2.00729 -0.14786 -0.779
H 2.73149 -2.23429 -1.05086 0.444
H 1.74649 -1.67929 -0.11486 0.122
O -1.01051 1.54371 2.85514 -0.841
H -0.63951 2.31571 2.39014 0.475
H -1.10451 0.88671 2.13014 0.263
O 1.74149 0.67771 -2.15886 -0.793
H 1.11349 0.53371 -1.43086 0.474
H 2.59749 0.54771 -1.79886 0.352
O -2.94651 1.56871 0.23514 -0.768
H -3.79851 1.34571 0.58414 0.273
H -2.27451 0.93771 0.52014 0.450
```



# 6
Molecular formula: CH30O18
Method: DFT, ωB97M-V/def2-TZVPD

Calculated values
- total charge = -2
- relative energy (zero: lowest compared OMol25 entry of this formula, charge and spin) (kJ/mol) = 113.40
- calculated total energy (hartree) = -1410.50949
- HOMO-LUMO gap (eV) = 9.43

XYZ file:
```
49
Properties=species:S:1:pos:R:3:mulliken_charge:R:1
C -2.73329 1.81039 -27.72400 0.440
O -3.71243 1.33648 -26.86032 -0.093
O -2.09803 0.93210 -28.43372 -0.676
O -2.65379 3.12076 -27.88623 0.212
O -5.05949 1.14771 -24.52734 -0.776
H -5.92839 0.92401 -24.72095 0.297
H -4.60541 1.23247 -25.34540 0.443
O -4.54333 1.14221 -30.25465 -0.637
H -4.52182 1.93859 -30.79370 0.314
H -3.91188 1.34313 -29.57059 0.277
O 0.34283 -0.02841 -30.54788 -0.659
H -0.40029 0.47813 -30.81109 0.333
H 1.05548 0.53454 -30.73598 0.270
O -2.70501 4.10746 -30.25471 -0.919
H -3.53590 4.19377 -30.82504 0.298
H -2.87824 3.66590 -29.37810 0.460
O -4.28971 5.62988 -28.38105 -0.772
H -3.66612 5.36170 -29.04387 0.364
H -4.23456 4.97076 -27.63339 0.363
O -3.62259 4.59541 -25.75174 -0.781
H -2.71462 4.81390 -25.56017 0.287
H -3.54861 3.89698 -26.37054 0.002
O -2.31193 2.02829 -24.71917 -0.705
H -2.77808 1.76963 -25.50712 0.432
H -2.76648 1.35616 -24.19500 0.352
O 0.26485 2.17505 -28.42528 -0.753
H -0.50799 1.61059 -28.67660 0.375
H -0.15661 2.99634 -28.18175 0.446
O -1.00445 -0.37446 -26.44927 -0.792
H -1.60397 0.14550 -26.90939 0.049
H -0.20599 -0.27824 -26.92709 0.388
O -1.73342 1.77587 -30.86644 -0.875
H -2.09455 2.66307 -30.89388 0.478
H -1.89897 1.50976 -29.90718 0.311
O -3.33158 -1.36167 -28.09886 -0.767
H -2.74504 -0.61978 -28.02452 0.161
H -3.58504 -1.52172 -27.20437 0.357
O -6.06775 0.11585 -27.50567 -0.722
H -5.94097 -0.83264 -27.61187 0.268
H -5.21509 0.57856 -27.49907 0.280
O -0.54060 4.58811 -27.55054 -0.822
H -0.85756 5.45585 -27.36759 0.362
H -1.35619 4.11080 -27.74877 0.317
O -0.75227 -2.43756 -29.00483 -0.680
H -1.01135 -1.51741 -29.34975 0.361
H -1.29642 -2.54275 -28.20624 0.360
O -5.34379 3.16949 -27.51847 -0.685
H -6.01170 2.64591 -27.16086 0.292
H -4.55829 2.55074 -27.54423 0.165
```



# 7
Molecular formula: CH32F3O19SZr
Method: DFT, ωB97M-V/def2-TZVPD

Calculated values
- total charge = +3
- relative energy (zero: lowest compared OMol25 entry of this formula, charge and spin) (kJ/mol) = 123.70
- calculated total energy (hartree) = -2230.63280
- HOMO-LUMO gap (eV) = 2.56

XYZ file:
```
57
Properties=species:S:1:pos:R:3:mulliken_charge:R:1
Zr 13.40932 16.68053 1.69045 1.172
C 16.69238 17.68745 -1.21985 0.544
F 16.11885 17.89564 -2.39046 -0.164
F 18.02250 17.68862 -1.30299 -0.057
F 16.34835 18.63410 -0.33053 -0.194
S 16.16432 15.93391 -0.54094 1.492
O 17.35953 15.40289 0.07582 -1.030
O 15.07857 16.23955 0.39120 0.584
O 15.76956 15.18667 -1.71280 -0.443
O 17.74945 14.07796 2.24465 -0.690
H 18.25542 13.26609 2.27785 0.355
H 17.84082 14.38091 1.34127 0.515
O 15.12622 18.13434 2.50184 -0.456
H 16.07680 18.03455 2.55365 0.246
H 14.92336 18.82915 3.12819 0.311
O 19.64526 14.24192 -2.18792 -0.589
H 20.56450 14.00435 -2.06633 0.319
H 19.22791 14.01993 -1.35558 0.274
O 13.02929 14.56221 1.36413 -0.432
H 13.50844 13.92115 0.83907 0.295
H 12.17278 14.16063 1.51029 0.380
O 14.65802 21.00314 0.54590 -0.532
H 15.46519 21.15214 1.03835 0.300
H 14.16220 21.81575 0.64627 0.282
O 17.30879 21.03354 2.02631 -0.683
H 17.75227 20.56657 1.31814 0.393
H 18.01856 21.36947 2.57366 0.305
O 14.31654 20.47200 -2.45808 -0.633
H 15.00913 19.99728 -2.91764 0.313
H 14.78218 21.05186 -1.85544 0.303
O 13.54880 18.56225 0.44812 -0.352
H 14.08288 19.34789 0.56544 0.275
H 12.80032 18.85623 -0.07111 0.326
O 20.85154 17.21904 -1.20927 -0.610
H 20.42196 16.41224 -1.49344 0.350
H 20.49872 17.38365 -0.33483 0.287
O 15.08302 13.01785 0.83106 -0.552
H 15.23373 12.17589 1.26074 0.288
H 15.57995 12.96307 0.01479 0.252
O 16.19370 14.64242 -4.53716 -0.594
H 15.31919 15.00481 -4.67913 0.298
H 16.29273 14.62038 -3.58536 0.367
O 12.50635 16.33255 -0.45642 -0.393
H 11.75350 15.76983 -0.63752 0.312
H 12.76922 16.66527 -1.31458 0.246
O 19.30732 20.00732 0.39770 -0.644
H 19.21360 19.05693 0.33290 0.233
H 20.20386 20.13961 0.70583 0.320
O 13.40292 13.67489 -2.10730 -0.590
H 13.89197 14.49716 -2.13769 0.262
H 14.02848 13.01261 -2.40110 0.343
O 15.09045 15.35074 2.72144 -0.460
H 15.94143 15.02585 2.42733 0.156
H 14.81719 14.73030 3.39718 0.381
O 18.15220 18.51974 -4.18310 -0.606
H 18.07546 18.04347 -3.35635 0.279
H 17.91897 17.87694 -4.85291 0.344
```



# 8
Molecular formula: CH35O17
Method: DFT, ωB97M-V/def2-TZVPD

Calculated values
- total charge = -1
- relative energy (zero: lowest compared OMol25 entry of this formula, charge and spin) (kJ/mol) = 118.90
- calculated total energy (hartree) = -1338.19637
- HOMO-LUMO gap (eV) = 7.89

XYZ file:
```
53
Properties=species:S:1:pos:R:3:mulliken_charge:R:1
C -20.17800 2.57900 -12.67100 0.146
O -18.98700 2.15700 -12.06800 1.057
H -20.07100 3.67500 -12.75500 -0.929
H -20.94900 2.18900 -12.10300 0.204
H -20.25500 2.08100 -13.62900 0.323
O -18.66600 1.18800 -9.70800 -0.673
H -18.73200 1.63000 -10.63400 -0.175
H -17.81800 1.45900 -9.30800 0.329
O -20.26500 4.70000 -15.50400 -0.538
H -19.35000 4.88000 -15.76400 0.300
H -20.12300 4.88100 -14.58700 0.295
O -22.42800 2.07300 -10.07000 -0.607
H -23.07800 1.50600 -9.72400 0.249
H -21.69200 1.99900 -9.45100 0.265
O -18.74000 4.06700 -10.13600 -0.705
H -19.01300 3.35500 -10.84200 -0.025
H -19.60600 4.41600 -9.89900 0.303
O -19.89000 -0.57200 -12.68800 -0.674
H -19.61400 0.34100 -12.61500 0.271
H -19.27400 -0.92900 -13.33300 0.228
O -23.60000 3.41000 -12.20200 -0.607
H -23.17100 2.93300 -11.47400 0.345
H -23.82300 4.24100 -11.74700 0.285
O -22.33800 5.84500 -13.76700 -0.680
H -22.52900 5.09500 -14.39700 0.417
H -22.38200 5.40400 -12.92300 0.259
O -22.81100 3.35900 -14.82800 -0.769
H -22.16000 3.03300 -15.44600 0.390
H -22.71400 2.82300 -14.03100 0.338
O -21.27500 2.22100 -16.79600 -0.707
H -21.05900 1.46500 -17.34600 0.286
H -20.56500 2.25000 -16.18400 0.428
O -16.98500 -0.19400 -11.77600 -0.638
H -16.66400 0.66600 -11.53300 0.282
H -17.49000 -0.49000 -11.03200 0.326
O -16.96500 2.24300 -13.73100 -0.834
H -17.80300 2.15900 -13.21100 -0.108
H -17.32700 2.30600 -14.58500 0.463
O -22.57600 0.62400 -13.17900 -0.671
H -21.76700 0.73500 -12.64200 0.241
H -22.23400 0.71300 -14.07200 0.344
O -18.85300 5.73700 -13.01700 -0.680
H -18.01000 5.30800 -13.26500 0.348
H -19.07600 5.11300 -12.32100 0.370
O -15.63000 2.10500 -11.31700 -0.824
H -16.00500 2.20300 -12.22000 0.584
H -16.35300 2.59800 -10.88800 0.385
O -20.14700 -0.18200 -15.54100 -0.542
H -20.89100 -0.29000 -16.16800 0.245
H -19.80100 -1.02200 -15.19300 0.233
O -18.62400 1.98700 -15.81500 -0.774
H -18.70200 1.67600 -16.70900 0.358
H -18.90900 1.15500 -15.39100 0.266
```



# 9
Molecular formula: CH3AsF6KNO2
Method: DFT, ωB97M-V/def2-TZVPD

Calculated values
- total charge = 0
- calculated total energy (hartree) = -3680.11999
- HOMO-LUMO gap (eV) = 10.48

XYZ file:
```
15
Properties=species:S:1:pos:R:3:mulliken_charge:R:1
K 0.56913 -0.87555 -1.35392 0.966
As 3.61724 0.37803 0.40507 1.945
F 4.58618 1.40528 -0.62165 -0.467
F 3.48433 -0.97953 -0.76586 -0.528
F 2.66450 -0.56508 1.49099 -0.448
F 3.73535 1.66706 1.57537 -0.473
F 2.11619 1.00525 -0.28473 -0.531
F 5.11935 -0.31818 0.98088 -0.482
C -4.19738 0.14411 -0.12056 -0.700
N -3.02517 -0.74772 -0.23824 0.852
O -1.93224 -0.29341 0.06638 -0.514
O -3.15163 -1.78667 -0.85278 -0.512
H -4.15526 1.00262 -0.78145 0.290
H -4.35041 0.37850 0.92952 0.291
H -5.08017 -0.41470 -0.42902 0.310
```



# 10
Molecular formula: CH3AsO2RuS4
Method: DFT, ωB97M-V/def2-TZVPD

Calculated values
- total charge = -2
- relative energy (zero: lowest compared OMol25 entry of this formula, charge and spin) (kJ/mol) = 19.55
- calculated total energy (hartree) = -4113.82604
- HOMO-LUMO gap (spin up / spin down) (eV) = 6.50 / 6.32
- spin multiplicity = 5

XYZ file:
```
12
Properties=species:S:1:pos:R:3:mulliken_spin:R:1
Ru 0.52034 0.06744 -0.79699 2.783
S 2.74530 3.82856 1.16147 0.026
As 1.09961 2.47588 1.33733 -0.002
S -0.09207 2.40089 -0.55960 0.069
S 1.83914 0.35920 1.11654 0.235
S -0.15209 2.67777 3.03523 0.013
O 1.34807 -1.33918 -1.46736 0.702
C -1.46126 -2.12891 -0.76880 0.016
O -1.29766 -0.75296 -0.70041 0.148
H -2.52228 -2.37995 -0.61244 0.005
H -0.87633 -2.66254 -0.00577 -0.003
H -1.15076 -2.54622 -1.73920 0.008
```



# 11
Molecular formula: CH3Br
Method: DFT, ωB97M-V/def2-TZVPD

Calculated values
- total charge = 0
- relative energy (zero: lowest compared OMol25 entry of this formula, charge and spin) (kJ/mol) = 21.25
- calculated total energy (hartree) = -2613.88925
- HOMO-LUMO gap (eV) = 11.00

XYZ file:
```
5
Properties=species:S:1:pos:R:3:mulliken_charge:R:1
C 0.14748 -0.09340 -0.00241 -0.640
Br -1.78921 -0.00961 0.00409 -0.113
H 0.65472 1.03704 -0.04480 0.221
H 0.44191 -0.48530 0.96229 0.251
H 0.54509 -0.44873 -0.91917 0.281
```



# 12
Molecular formula: CH3Br2P
Method: DFT, ωB97M-V/def2-TZVPD

Calculated values
- total charge = 0
- relative energy (zero: lowest compared OMol25 entry of this formula, charge and spin) (kJ/mol) = 150.32
- calculated total energy (hartree) = -5529.27238
- HOMO-LUMO gap (eV) = 10.13

XYZ file:
```
7
Properties=species:S:1:pos:R:3:mulliken_charge:R:1
C 0.45724 -0.15619 -0.42969 -0.804
P -0.73688 1.36172 -0.01286 0.160
Br 2.19386 0.49812 0.00784 -0.117
Br -2.62664 0.25846 -0.02649 -0.173
H 0.32000 -0.57581 -1.39459 0.442
H 0.07471 -0.93924 0.11112 0.416
H -0.31422 1.22700 1.28633 0.076
```



Which formula does entry 6 have? CH30O18